62
Properties=species:S:1:pos:R:3:lowdin_charge:R:1 method="wB97M-V/def2-TZVPD" molar_mass_g_mol=587.0 homo_lumo_gap_ev=5.881 relative_energy_kcal_mol=0.0 multiplicity=1 e_tot_ev=-53167.971 charge=-1 fmax_ha_per_bohr=0.0079 e_homo_ev=-3.293
Pd -1.70 -0.51 -0.38 0.083
C 6.51 -2.49 1.16 -0.080
C 5.04 -2.18 1.31 -0.310
C 4.33 -2.53 2.46 -0.076
C 2.99 -2.22 2.61 -0.041
C 2.26 -1.52 1.62 -0.247
N 0.96 -1.16 1.71 0.106
C 0.04 -1.89 2.35 -0.283
C 0.07 -3.29 2.60 -0.048
C -0.98 -3.95 3.21 -0.100
C -2.15 -3.30 3.61 -0.322
C -3.30 -4.05 4.24 -0.080
C -2.21 -1.93 3.36 -0.008
C -1.17 -1.26 2.75 -0.185
N -1.30 0.16 2.57 -0.099
C -1.11 1.11 3.51 -0.071
C -1.33 2.33 2.92 -0.077
C -1.65 2.01 1.59 -0.160
N -1.63 0.71 1.39 -0.031
C 3.01 -1.15 0.48 -0.145
C 4.35 -1.48 0.34 -0.001
N 2.38 -0.46 -0.59 -0.121
C 2.11 -0.97 -1.82 -0.093
C 1.51 0.02 -2.55 -0.103
C 1.47 1.12 -1.67 -0.199
N 1.99 0.82 -0.49 0.092
H 6.81 -3.31 1.83 0.064
H 7.14 -1.63 1.40 0.070
H 6.75 -2.80 0.14 0.067
H 4.84 -3.07 3.25 0.099
H 2.48 -2.51 3.52 0.100
H 0.95 -3.84 2.29 0.099
H -0.89 -5.02 3.38 0.101
H -2.94 -4.91 4.80 0.065
H -4.01 -4.41 3.50 0.068
H -3.85 -3.41 4.93 0.067
H -3.10 -1.37 3.64 0.122
H -0.83 0.83 4.51 0.121
H -1.26 3.30 3.38 0.080
H -1.90 2.67 0.77 0.095
H 4.85 -1.16 -0.57 0.119
H 2.33 -2.00 -2.04 0.117
H 1.13 -0.05 -3.55 0.079
H 1.06 2.10 -1.83 0.085
N -2.21 -3.52 0.16 0.096
C -2.32 -3.47 -1.18 -0.817
S -2.19 -2.02 -1.99 0.610
N -2.51 -4.71 -1.76 0.047
C -2.69 -5.06 -3.10 -0.253
C -3.32 -4.24 -4.04 -0.053
C -3.50 -4.69 -5.34 -0.089
C -3.08 -5.95 -5.73 -0.115
C -2.47 -6.77 -4.79 -0.106
C -2.27 -6.33 -3.50 -0.042
H -1.96 -2.64 0.60 0.026
H -2.14 -4.38 0.67 0.096
H -2.27 -5.49 -1.17 0.129
H -3.65 -3.25 -3.74 0.055
H -3.98 -4.03 -6.05 0.101
H -3.22 -6.29 -6.75 0.092
H -2.13 -7.76 -5.08 0.096
H -1.78 -6.98 -2.77 0.106